1.
# C20H40BrF4N3O4P

2 unconnected molecules or ions with the total composition C20H40BrF4N3O4P at a distorted geometry (ωB97M-V with the def2-TZVPD basis set, the OMol25 dataset).

Output
Highest occupied orbital energy: -10.80 eV
Net charge: +1
2S+1: 1

Each line ends with the Mulliken charge.
Positions of all 73 atoms, in Å:
C: 2.23 -3.31 3.14  -0.977
C: 3.33 -3.38 2.00  0.595
N: 4.16 -4.38 1.98  -0.723
C: 3.46 -2.21 0.89  -0.664
C: 2.02 -1.96 0.27  -2.194
N: 1.15 -3.15 -0.05  0.521
C: -0.11 -2.49 -0.62  -0.680
C: -1.12 -3.39 -1.46  -1.286
C: -0.94 -3.34 -3.03  0.236
C: 0.48 -3.86 -3.56  -0.747
F: -1.31 -2.07 -3.61  -0.364
C: 0.22 -0.99 -1.06  0.569
C: -0.82 -0.04 -0.32  -0.753
C: -2.31 -0.11 -0.97  -0.749
C: -3.44 -0.24 0.12  0.686
F: -4.69 -0.13 -0.52  -0.279
F: -3.40 0.70 1.13  -0.194
F: -3.35 -1.55 0.65  -0.269
C: 1.81 -0.73 -0.80  1.009
C: 2.17 0.54 0.08  -1.084
C: 2.00 1.97 -0.62  -0.316
C: 3.33 2.88 -0.53  -1.239
Br: 1.37 1.94 -2.49  -0.069
P: 2.96 -1.27 -2.21  1.499
N: 4.39 -0.58 -2.18  -1.025
O: 2.27 -0.95 -3.74  -0.526
O: 3.25 -2.96 -2.14  -0.666
H: 2.56 -2.62 3.99  0.307
H: 1.23 -2.89 2.79  0.213
H: 2.04 -4.34 3.59  0.335
H: 4.83 -4.27 1.21  0.277
H: 4.27 -2.47 0.15  0.313
H: 3.85 -1.31 1.48  0.283
H: 1.45 -1.53 1.17  0.681
H: 0.83 -3.57 0.84  0.637
H: 1.56 -3.94 -0.56  0.564
H: -0.70 -2.34 0.35  0.143
H: -2.18 -3.13 -1.16  0.370
H: -0.97 -4.48 -1.15  0.352
H: -1.71 -4.07 -3.46  0.406
H: 0.96 -3.06 -4.19  0.141
H: 1.10 -4.22 -2.69  0.063
H: 0.30 -4.74 -4.26  0.406
H: 0.12 -0.68 -2.14  0.844
H: -0.54 1.07 -0.36  -0.048
H: -0.96 -0.27 0.79  0.347
H: -2.43 -0.93 -1.73  0.165
H: -2.49 0.88 -1.51  0.415
H: 3.26 0.48 0.41  0.522
H: 1.58 0.59 1.06  0.297
H: 1.22 2.55 -0.02  0.549
H: 3.98 2.79 -1.45  0.340
H: 3.88 2.73 0.45  0.330
H: 2.94 3.95 -0.54  0.403
H: 4.44 0.07 -1.39  0.279
H: 3.05 -0.71 -4.29  0.386
H: 4.19 -3.12 -1.93  0.356
C: -3.88 6.26 0.69  -0.742
O: -2.81 5.84 1.53  -0.367
C: -3.15 5.92 2.91  -0.483
C: -3.49 4.55 3.48  -0.422
O: -4.70 4.05 2.92  -0.396
C: -4.47 3.07 1.92  -0.884
H: -3.64 5.97 -0.34  0.236
H: -4.83 5.80 0.97  0.321
H: -3.97 7.35 0.73  0.335
H: -3.96 6.63 3.07  0.323
H: -2.26 6.31 3.43  0.366
H: -3.65 4.65 4.56  0.397
H: -2.66 3.85 3.33  0.241
H: -4.14 2.14 2.39  0.429
H: -3.72 3.40 1.19  0.318
H: -5.41 2.89 1.40  0.338


2.
# C20H40CaF4N2O18S9

A molecular structure, C20H40CaF4N2O18S9 at a distorted geometry (ωB97M-V with the def2-TZVPD basis set, the OMol25 dataset).

Output
Highest occupied orbital energy: -10.18 eV
2S+1: 1

Each line ends with the Mulliken charge.
Positions of all 94 atoms, in Å:
Ca: 12.99 11.35 10.14  1.605
N: 14.78 12.52 9.40  -0.323
S: 15.58 13.72 9.83  0.639
O: 15.20 15.03 9.31  -0.623
O: 17.00 13.53 10.32  -0.646
F: 14.94 13.86 11.24  -0.301
S: 15.69 12.51 8.00  0.625
O: 16.96 11.80 8.10  -0.588
O: 15.54 13.55 6.98  -0.547
F: 14.81 11.29 7.20  -0.304
N: 12.40 10.14 11.96  -0.242
S: 11.85 8.81 12.38  0.651
O: 10.83 8.83 13.45  -0.635
O: 12.76 7.65 12.35  -0.604
F: 11.09 8.63 10.91  -0.213
S: 13.03 10.43 13.50  0.643
O: 14.06 9.55 13.97  -0.536
O: 12.28 11.29 14.43  -0.615
F: 14.02 11.52 12.92  -0.220
C: 13.60 6.90 7.17  -0.788
C: 12.34 6.91 8.09  -0.061
C: 11.34 7.91 7.52  -0.722
S: 12.33 9.36 6.98  0.865
O: 12.58 10.08 8.23  0.269
O: 11.76 9.98 5.78  -0.913
C: 13.85 8.26 6.58  -0.417
H: 13.55 6.11 6.41  0.292
H: 14.47 6.60 7.76  0.382
H: 12.64 7.28 9.07  -0.187
H: 11.82 5.95 8.09  0.517
H: 10.44 8.20 8.07  0.043
H: 10.82 7.49 6.67  0.572
H: 14.72 8.71 7.06  0.058
H: 14.01 8.23 5.51  0.482
C: 12.50 15.46 6.91  0.134
C: 12.59 14.87 5.56  -0.964
C: 12.09 13.42 5.56  -0.714
S: 11.15 13.27 7.16  1.009
O: 11.98 12.74 8.24  0.545
O: 9.78 12.91 6.96  -0.843
C: 11.14 15.06 7.42  -0.893
H: 12.45 16.55 6.93  0.562
H: 13.33 15.16 7.55  -0.161
H: 13.62 15.05 5.24  0.395
H: 12.01 15.47 4.85  0.308
H: 12.77 12.58 5.46  0.198
H: 11.34 13.14 4.82  0.551
H: 10.94 15.28 8.47  0.129
H: 10.45 15.57 6.75  0.468
C: 16.93 8.17 12.67  -0.499
C: 17.91 9.29 12.20  -0.707
C: 17.25 10.11 11.07  -0.622
S: 15.98 8.99 10.20  1.025
O: 16.46 8.50 8.90  -0.800
O: 14.70 9.69 10.26  -0.011
C: 16.11 7.64 11.42  -0.647
H: 16.32 8.58 13.47  0.086
H: 17.45 7.37 13.21  0.452
H: 18.72 8.76 11.71  0.301
H: 18.22 9.90 13.05  0.390
H: 17.90 10.64 10.38  0.616
H: 16.77 10.98 11.50  0.092
H: 16.59 6.76 10.98  0.469
H: 15.14 7.29 11.78  0.219
C: 12.75 16.53 13.47  -0.682
C: 12.98 16.81 11.96  -0.813
C: 12.02 15.99 10.97  -0.129
S: 11.58 14.44 12.07  0.907
O: 12.21 13.30 11.47  0.066
O: 10.15 14.48 12.33  -0.730
C: 12.57 15.02 13.57  -0.681
H: 11.92 17.19 13.71  0.285
H: 13.60 16.98 13.98  0.408
H: 13.97 16.48 11.64  0.233
H: 12.95 17.85 11.65  0.477
H: 12.49 15.71 10.03  -0.316
H: 11.15 16.58 10.70  0.567
H: 13.54 14.52 13.45  0.176
H: 12.18 14.52 14.45  0.560
C: 7.20 9.70 9.55  -0.823
C: 7.77 9.39 10.89  -0.168
C: 8.26 10.70 11.43  -1.169
S: 9.13 11.59 10.09  1.110
O: 10.57 11.31 10.10  0.230
O: 8.56 12.95 10.09  -0.832
C: 8.21 10.61 8.77  -0.373
H: 6.24 10.21 9.56  0.350
H: 7.00 8.77 9.00  0.357
H: 8.63 8.73 10.78  -0.081
H: 7.01 8.94 11.52  0.443
H: 8.88 10.96 12.29  0.506
H: 7.43 11.40 11.59  0.583
H: 9.01 10.06 8.28  -0.183
H: 7.67 11.25 8.07  0.476


3.
# C20H40Cl2N3O7P

5 unconnected molecules or ions with the total composition C20H40Cl2N3O7P at a distorted geometry (ωB97M-V with the def2-TZVPD basis set, the OMol25 dataset).

Output
SMILES: CN(C)P(=O)(N(C)C)N(C)C.O=C1CCCO1.O=C1CCCO1.O=C1CCCO1.ClCCCl
Highest occupied orbital energy: -8.24 eV
2S+1: 1

Each line ends with the Mulliken charge.
Positions of all 73 atoms, in Å:
C: 9.70 -13.39 15.37  -1.112
N: 9.00 -12.70 16.49  0.441
C: 9.74 -12.47 17.73  -0.988
P: 7.47 -11.86 16.16  0.278
O: 7.03 -11.09 17.34  -0.840
N: 7.94 -11.00 14.69  0.177
C: 6.88 -10.67 13.72  -0.877
C: 9.07 -10.00 14.73  -1.004
N: 6.36 -13.16 15.66  0.311
C: 4.94 -13.09 16.04  -1.191
C: 6.65 -14.08 14.57  -0.956
H: 10.66 -12.89 15.21  0.372
H: 9.16 -13.34 14.42  0.386
H: 9.93 -14.38 15.76  0.234
H: 10.28 -11.53 17.61  0.240
H: 10.37 -13.30 18.02  0.311
H: 8.93 -12.30 18.45  0.308
H: 5.94 -10.37 14.19  0.250
H: 7.39 -9.87 13.18  0.382
H: 6.74 -11.53 13.07  0.230
H: 9.99 -10.37 15.18  0.224
H: 9.43 -9.58 13.79  0.395
H: 8.75 -9.26 15.47  0.387
H: 4.49 -13.99 16.46  0.332
H: 4.76 -12.14 16.54  0.341
H: 4.50 -12.77 15.10  0.464
H: 5.76 -14.67 14.36  0.416
H: 7.34 -14.88 14.83  0.205
H: 7.10 -13.56 13.72  0.286
O: 12.24 -18.01 21.02  -0.576
C: 12.00 -19.17 21.34  0.423
C: 12.65 -19.98 22.39  -0.366
C: 11.90 -21.26 22.37  -0.768
C: 11.04 -21.41 21.12  -0.083
O: 11.24 -20.04 20.60  -0.263
H: 13.65 -20.22 22.03  0.249
H: 12.73 -19.67 23.43  0.326
H: 12.36 -22.24 22.45  0.415
H: 11.13 -21.28 23.15  0.248
H: 11.52 -22.14 20.47  0.261
H: 10.01 -21.57 21.42  0.144
O: 7.85 -23.50 17.95  -0.605
C: 7.62 -22.39 18.38  0.526
C: 7.54 -21.09 17.63  -0.745
C: 7.86 -20.05 18.62  0.235
C: 7.43 -20.72 19.95  -0.266
O: 7.57 -22.08 19.69  -0.388
H: 8.23 -21.00 16.79  0.348
H: 6.59 -20.95 17.13  0.324
H: 8.91 -19.90 18.90  -0.011
H: 7.19 -19.24 18.33  0.225
H: 8.15 -20.56 20.76  0.177
H: 6.50 -20.31 20.33  0.174
O: 2.97 -18.47 17.68  -0.641
C: 3.09 -17.95 18.79  0.428
C: 2.04 -17.06 19.47  -0.268
C: 2.65 -16.87 20.87  -0.707
C: 4.10 -17.20 20.72  -0.220
O: 4.15 -18.12 19.55  -0.302
H: 1.94 -16.16 18.86  0.312
H: 1.14 -17.66 19.60  0.246
H: 2.39 -15.88 21.26  0.340
H: 2.30 -17.62 21.58  0.279
H: 4.52 -16.25 20.38  0.158
H: 4.53 -17.65 21.61  0.375
Cl: 9.94 -17.08 18.59  -0.190
C: 9.28 -16.27 20.08  -0.583
C: 7.77 -16.22 19.98  0.020
Cl: 7.18 -15.06 21.23  -0.233
H: 9.68 -15.26 20.06  0.398
H: 9.65 -16.76 20.99  0.359
H: 7.19 -17.14 19.97  0.117
H: 7.68 -15.63 19.07  0.111


Gap between HOMO and LUMO for the records above, in order: 7.78, 9.18, 8.62 eV
Lowest unoccupied orbital energy for the records above, in order: -3.0, -1.0, 0.4 eV